Arrangement 1

{
  "formula": "H13O6S",
  "method": "ωB97M-V with the def2-TZVPD basis set",
  "species": ["S", "H", "H", "H", "O", "H", "H", "O", "H", "H", "O", "H", "H", "O", "H", "H", "O", "H", "H", "O"],
  "xyz": [[-3.99, -0.01, -1.30], [-2.21, -0.69, -1.32], [-2.26, 0.05, 0.17], [-2.66, 0.90, 1.35], [-1.87, 0.49, 0.98], [2.28, -1.39, -3.13], [2.01, -0.10, -2.33], [2.71, -0.74, -2.57], [-0.50, -1.30, 3.41], [-1.10, -0.09, 2.58], [-0.41, -0.36, 3.22], [4.18, -0.48, -0.40], [3.52, 0.06, 0.83], [4.40, -0.16, 0.49], [-0.36, 0.23, -1.16], [1.03, 0.08, -0.59], [0.58, 0.33, -1.40], [1.22, 0.07, 2.19], [1.24, 1.24, 1.27], [1.83, 0.52, 1.57]],
  "nbo_charge": [-0.847, -0.067, 0.510, 0.481, -1.050, 0.465, 0.501, -0.986, 0.473, 0.516, -0.996, 0.474, 0.492, -0.979, 0.506, 0.484, -0.976, 0.511, 0.481, -0.993],
  "e_homo_ev": -4.1,
  "charge": -1
}



Arrangement 2

{
  "formula": "H13O6S",
  "method": "ωB97M-V with the def2-TZVPD basis set",
  "species": ["S", "H", "H", "H", "O", "H", "H", "O", "H", "H", "O", "H", "H", "O", "H", "H", "O", "H", "H", "O"],
  "xyz": [[0.93, -0.38, 0.12], [-0.16, 0.32, 0.47], [3.35, -0.76, 0.76], [3.83, 0.11, 1.89], [4.08, -0.67, 1.39], [1.31, 1.38, 2.84], [1.80, 1.24, 1.39], [1.97, 1.72, 2.23], [0.51, -1.75, -1.85], [0.29, -3.24, -2.11], [0.55, -2.43, -2.55], [-3.14, -1.22, -2.12], [-3.16, -2.64, -2.84], [-3.61, -1.81, -2.73], [-1.11, 4.40, 1.47], [-0.31, 3.66, 0.48], [-0.52, 4.58, 0.72], [-2.37, -0.10, 0.35], [-1.70, -1.35, -0.12], [-2.55, -1.05, 0.23]],
  "nbo_charge": [-1.007, 0.083, 0.489, 0.478, -0.972, 0.461, 0.498, -0.999, 0.502, 0.453, -0.977, 0.493, 0.471, -0.968, 0.458, 0.478, -0.937, 0.465, 0.489, -0.960],
  "e_homo_ev": -4.6,
  "charge": -1
}



Ranked by calculated energy, most stable first: arrangement 2, arrangement 1.



Arrangement 1

{
  "formula": "C4H11N2S",
  "method": "ωB97M-V with the def2-TZVPD basis set",
  "species": ["C", "C", "C", "C", "N", "N", "S", "H", "H", "H", "H", "H", "H", "H", "H", "H", "H", "H"],
  "xyz": [[0.43, 1.01, 0.38], [-0.94, 1.46, -0.10], [-1.07, -1.03, -1.14], [2.11, -0.86, 0.25], [-2.13, -0.40, 1.33], [1.04, -0.06, -0.37], [-2.09, 0.00, -0.17], [1.12, 1.89, 0.40], [0.30, 0.67, 1.37], [-1.43, 2.18, 0.45], [-0.88, 1.99, -1.09], [-0.92, -0.57, -2.18], [-1.07, -2.13, -0.84], [2.83, -1.30, -0.35], [2.67, -0.21, 0.98], [1.92, -1.78, 0.81], [-2.88, -1.02, 1.63], [0.98, 0.15, -1.37]],
  "nbo_charge": [-0.259, -0.534, -0.402, -0.449, -1.109, -0.489, 1.172, 0.248, 0.245, 0.276, 0.247, 0.248, 0.284, 0.243, 0.225, 0.238, 0.408, 0.409],
  "e_homo_ev": [-13.1, -13.1],
  "charge": 1,
  "smiles": "C=S(#[NH+])CCNC"
}



Arrangement 2

{
  "formula": "C4H11N2S",
  "method": "ωB97M-V with the def2-TZVPD basis set",
  "species": ["C", "C", "C", "C", "N", "N", "S", "H", "H", "H", "H", "H", "H", "H", "H", "H", "H", "H"],
  "xyz": [[-0.46, 0.30, 0.65], [1.05, -1.35, 1.57], [0.40, -1.46, -0.70], [-0.61, 1.91, -2.29], [0.22, -0.79, 0.57], [-0.68, 1.13, 1.67], [-1.87, 1.06, -1.17], [0.78, -0.97, 2.45], [0.86, -2.42, 1.50], [2.19, -1.23, 1.58], [1.46, -1.62, -0.77], [0.15, -2.59, -0.65], [-0.24, -0.83, -1.46], [-1.33, 2.24, -3.01], [0.11, 1.16, -2.56], [-0.16, 2.64, -1.64], [-0.56, 0.93, 2.65], [-1.32, 1.89, 1.60]],
  "nbo_charge": [0.579, -0.423, -0.423, -0.673, -0.402, -0.790, 0.165, 0.205, 0.234, 0.245, 0.227, 0.235, 0.251, 0.253, 0.226, 0.233, 0.418, 0.439],
  "e_homo_ev": -13.5,
  "charge": 1
}



Arrangement 3

{
  "formula": "C4H11N2S",
  "method": "ωB97M-V with the def2-TZVPD basis set",
  "species": ["C", "C", "C", "C", "N", "N", "S", "H", "H", "H", "H", "H", "H", "H", "H", "H", "H", "H"],
  "xyz": [[-2.86, -0.80, 0.02], [-1.89, -0.02, 0.76], [2.14, 1.41, 0.05], [2.03, -1.33, -0.17], [-0.19, 0.23, -0.35], [-2.86, 0.66, -0.08], [1.05, 0.03, 0.59], [-2.55, -1.34, -0.87], [-3.72, -1.24, 0.53], [-1.80, 0.15, 1.81], [2.13, 1.48, -1.03], [3.14, 1.21, 0.43], [1.76, 2.33, 0.49], [2.99, -1.36, 0.33], [2.15, -1.16, -1.24], [1.50, -2.26, 0.00], [-3.62, 1.20, 0.31], [-2.46, 1.07, -0.93]],
  "nbo_charge": [-0.247, 0.071, -0.767, -0.778, -0.889, -0.541, 1.036, 0.260, 0.248, 0.241, 0.245, 0.243, 0.247, 0.241, 0.242, 0.244, 0.444, 0.461],
  "e_homo_ev": -12.7,
  "charge": 1
}



Ranked by calculated energy, most stable first: arrangement 2, arrangement 3, arrangement 1.



Arrangement 1

{
  "formula": "H4N4O2",
  "method": "ωB97M-V with the def2-TZVPD basis set",
  "species": ["N", "N", "N", "N", "O", "O", "H", "H", "H", "H"],
  "xyz": [[1.21, 0.14, 1.81], [0.78, 0.91, 0.92], [-1.38, 0.28, -1.89], [-0.47, -0.29, -1.30], [-0.53, -1.46, -0.81], [-2.46, -0.48, -1.98], [0.35, 0.32, -1.13], [0.86, 1.94, 1.22], [1.14, -0.84, 1.26], [-2.33, -1.21, -1.35]],
  "nbo_charge": [-0.255, -0.366, 0.088, 0.098, -0.578, -0.508, 0.398, 0.313, 0.325, 0.485],
  "e_homo_ev": -9.8,
  "smiles": "[O-]/[NH+]=N\\O.[H]/N=N/[H]"
}



Arrangement 2

{
  "formula": "H4N4O2",
  "method": "ωB97M-V with the def2-TZVPD basis set",
  "species": ["N", "N", "N", "N", "O", "O", "H", "H", "H", "H"],
  "xyz": [[-1.67, -0.69, 0.63], [-2.07, -0.25, -0.42], [1.31, 0.03, 0.81], [0.20, 0.50, 0.33], [0.12, 0.64, -0.97], [2.35, -0.35, -0.15], [-1.04, 0.47, -0.95], [-3.07, -0.32, -0.55], [1.31, -0.53, 1.70], [2.56, 0.51, -0.43]],
  "nbo_charge": [-0.103, -0.436, -0.160, 0.111, -0.517, -0.544, 0.431, 0.344, 0.403, 0.470],
  "e_homo_ev": [-7.7, -6.9]
}



Arrangement 3

{
  "formula": "H4N4O2",
  "method": "ωB97M-V with the def2-TZVPD basis set",
  "species": ["N", "N", "N", "N", "O", "O", "H", "H", "H", "H"],
  "xyz": [[0.67, 0.72, 0.03], [1.72, -0.13, 0.10], [-1.65, 0.64, -0.26], [-0.46, 0.08, 0.03], [-0.50, -1.19, -0.07], [-2.69, -0.08, 0.24], [1.46, -1.07, 0.13], [2.49, 0.16, -0.45], [-1.65, 1.61, 0.04], [-2.74, -0.79, -0.43]],
  "nbo_charge": [-0.098, -0.635, -0.167, 0.343, -0.568, -0.514, 0.394, 0.382, 0.371, 0.492],
  "e_homo_ev": -8.5,
  "smiles": "N/N=[N+](\\[O-])NO"
}



Ranked by calculated energy, most stable first: arrangement 1, arrangement 3, arrangement 2.



Arrangement 1

{
  "formula": "H4N4O2",
  "method": "ωB97M-V with the def2-TZVPD basis set",
  "species": ["N", "N", "N", "N", "O", "O", "H", "H", "H", "H"],
  "xyz": [[0.67, -0.86, 0.91], [1.63, -1.82, 0.60], [-1.59, 1.58, 0.40], [0.45, 0.01, 0.14], [0.67, 0.35, -1.00], [-1.46, 1.72, -0.94], [1.71, -1.80, -0.40], [1.33, -2.82, 0.82], [-2.59, 1.22, 0.54], [-0.82, 2.42, -1.09]],
  "nbo_charge": [-0.075, -0.650, -0.243, 0.325, -0.347, -0.507, 0.345, 0.378, 0.293, 0.482],
  "e_homo_ev": [-9.4, -9.2]
}



Arrangement 2

{
  "formula": "H4N4O2",
  "method": "ωB97M-V with the def2-TZVPD basis set",
  "species": ["N", "N", "N", "N", "O", "O", "H", "H", "H", "H"],
  "xyz": [[0.79, -1.17, -0.03], [0.95, 1.17, -0.18], [0.15, 0.03, -0.19], [-1.19, 0.02, 0.09], [-1.64, -1.08, 0.17], [-1.80, 1.06, -0.03], [0.44, -1.69, -0.77], [0.60, -1.67, 0.88], [1.34, 1.35, 0.68], [0.35, 1.97, -0.62]],
  "nbo_charge": [-0.621, -0.632, -0.002, 0.614, -0.416, -0.430, 0.367, 0.364, 0.357, 0.398],
  "e_homo_ev": -9.7,
  "smiles": "NN(N)[N+](=O)[O-]"
}



Arrangement 3

{
  "formula": "H4N4O2",
  "method": "ωB97M-V with the def2-TZVPD basis set",
  "species": ["N", "N", "N", "N", "O", "O", "H", "H", "H", "H"],
  "xyz": [[0.96, -1.00, 0.23], [0.73, 1.22, 0.18], [0.20, 0.09, 0.57], [-1.17, -0.14, 0.03], [-1.56, -1.27, -0.06], [-1.77, 0.85, -0.33], [1.07, -1.21, -0.81], [0.59, -1.84, 0.64], [0.75, 1.25, -0.87], [0.21, 2.05, 0.41]],
  "nbo_charge": [-0.638, -0.599, -0.002, 0.589, -0.376, -0.399, 0.334, 0.384, 0.319, 0.387],
  "e_homo_ev": -10.0,
  "smiles": "NN(N)[N+](=O)[O-]"
}



Ranked by calculated energy, most stable first: arrangement 3, arrangement 2, arrangement 1.